# 1
{
  "formula": "H21O14S",
  "method": "wB97M-V/def2-TZVPD",
  "elements": ["O", "H", "H", "H", "S", "O", "O", "O", "O", "O", "H", "H", "O", "H", "H", "O", "H", "H", "O", "H", "H", "O", "H", "H", "O", "H", "H", "O", "H", "H", "O", "H", "H", "O", "H", "H"],
  "xyz": [[-0.01628, -0.10914, -0.70644], [-0.73228, -0.75514, -0.21944], [0.09672, 0.65286, -0.16044], [0.73072, -0.56114, -0.45944], [-1.05828, 3.39486, -0.16344], [-0.49428, 3.39486, -1.49744], [-0.76628, 4.69486, 0.44356], [-2.55628, 3.21286, -0.21444], [-0.59428, 2.24286, 0.57756], [2.54572, -0.83014, -0.42044], [2.46572, -0.99514, 0.49756], [3.21672, -0.08114, -0.57244], [1.90572, 2.14586, -1.71544], [0.99572, 2.60386, -1.84844], [2.30172, 2.72186, -0.99544], [1.71372, 1.71586, 1.57756], [0.82272, 1.94386, 1.31656], [2.10872, 2.52386, 1.31456], [0.41672, -1.68014, 1.34256], [-0.25528, -2.27414, 1.77956], [0.75872, -1.08814, 2.06256], [0.59472, -2.13914, -2.76844], [0.70972, -3.03714, -3.13644], [1.14872, -1.64414, -3.35644], [1.55372, -3.73214, -0.77544], [0.68672, -3.33014, -1.17644], [1.82072, -3.10214, -0.29044], [-2.31428, -1.90314, -1.27544], [-2.23428, -2.63214, -1.89144], [-3.16128, -2.03114, -0.82244], [-2.50528, -1.32214, 1.48256], [-2.23828, -1.67614, 2.39556], [-3.15428, -1.91514, 1.28456], [-1.34528, 1.91886, 3.11456], [-2.33128, 1.89886, 2.93556], [-0.83628, 1.77286, 2.34156]],
  "lowdin_charge": [0.234, 0.191, 0.063, -0.007, 0.207, -0.396, -0.397, -0.448, -0.441, -0.047, 0.003, 0.118, -0.155, 0.016, 0.042, -0.060, -0.054, 0.015, -0.065, 0.080, 0.099, -0.046, 0.062, 0.051, -0.017, 0.075, -0.139, -0.033, 0.041, 0.044, -0.022, 0.097, -0.029, -0.090, 0.071, -0.059],
  "de_lowest_ev": 0.972,
  "total_energy_ev": -39839.86433,
  "charge": -1,
  "homo_lumo_gap_ev": 4.9
}

# 2
{
  "formula": "H22NO14",
  "method": "wB97M-V/def2-TZVPD",
  "elements": ["N", "O", "O", "O", "O", "H", "H", "O", "H", "H", "O", "H", "H", "O", "H", "H", "O", "H", "H", "O", "H", "H", "O", "H", "H", "O", "H", "H", "O", "H", "H", "O", "H", "H", "O", "H", "H"],
  "xyz": [[-0.01993, 0.47430, 0.16477], [-0.76300, -0.54766, 0.03476], [-0.42386, 1.41952, -0.59685], [1.20342, 0.34633, 0.32747], [1.47309, -2.26007, 1.80761], [1.01542, -2.67785, 1.03736], [1.80438, -3.04646, 2.21689], [-1.45586, 3.85137, 0.01479], [-0.79762, 4.37939, 0.00616], [-1.00973, 3.09076, -0.21318], [3.51865, 1.31858, 1.52443], [2.76983, 0.73793, 1.25637], [3.89419, 0.85163, 2.26967], [-0.88728, -1.71899, -2.76438], [-0.37590, -0.96252, -3.34524], [-0.89778, -1.38961, -1.95237], [0.05540, -0.18937, 2.65873], [0.41325, -1.01627, 2.20618], [0.32490, -0.52003, 3.38724], [0.02950, -3.52692, -0.41573], [-0.62123, -2.82579, -0.60242], [-0.42699, -3.91131, 0.34842], [-2.75160, -0.58702, 2.62258], [-1.87702, -0.23079, 2.71237], [-2.68747, -1.56694, 2.42959], [-1.61171, 1.83567, -3.07057], [-2.52591, 1.29155, -3.25301], [-1.36540, 1.63834, -2.09308], [1.70007, 2.95770, -1.87110], [1.10617, 2.50587, -1.22004], [1.35236, 2.67722, -2.66366], [2.93037, -1.02927, -1.28161], [2.27142, -0.79169, -0.78043], [2.99916, -0.24520, -1.80882], [-3.04528, 0.05773, -0.00548], [-2.14741, -0.20716, 0.02264], [-3.17061, -0.18298, 0.88995]],
  "lowdin_charge": [-0.377, -0.052, -0.072, -0.010, -0.037, 0.034, 0.049, 0.057, -0.078, -0.053, -0.073, 0.002, 0.014, -0.055, 0.145, -0.112, -0.010, 0.035, -0.066, -0.045, 0.029, 0.052, -0.070, -0.008, 0.083, -0.178, 0.118, 0.017, -0.043, 0.019, -0.028, 0.025, -0.113, 0.037, -0.062, -0.123, -0.050],
  "de_lowest_ev": 5.433,
  "total_energy_ev": -30507.85198,
  "charge": -1,
  "homo_lumo_gap_ev": 9.1
}

# 3
{
  "formula": "H22O11",
  "method": "wB97M-V/def2-TZVPD",
  "elements": ["O", "H", "H", "O", "H", "H", "O", "H", "H", "O", "H", "H", "O", "H", "H", "O", "H", "H", "O", "H", "H", "O", "H", "H", "O", "H", "H", "O", "H", "H", "O", "H", "H"],
  "xyz": [[-1.03236, 2.75203, -0.87194], [-1.79836, 2.93503, -0.28294], [-0.45036, 3.50903, -1.05494], [-3.10336, -1.29597, 0.73106], [-2.19136, -0.92997, 0.60606], [-3.20536, -2.07397, 0.35306], [-2.37436, 2.42803, 1.43906], [-2.51336, 1.66803, 2.10106], [-3.25936, 2.78003, 1.24206], [0.63964, -2.67997, 0.67806], [-0.20336, -2.71797, 0.28406], [0.61664, -3.28597, 1.35006], [-0.05136, -0.67097, 2.80506], [-0.22436, -0.48697, 1.91406], [-0.88436, -0.24797, 3.17306], [0.35664, -3.25097, -2.58294], [0.40264, -3.21797, -3.55894], [0.14464, -2.41797, -2.19094], [2.48164, 3.13903, 0.83506], [2.35864, 4.00503, 0.24506], [1.55364, 3.19203, 1.15906], [-0.15636, -1.25397, -1.45794], [0.58664, -0.48597, -1.68094], [-0.88236, -1.17197, -1.93594], [2.72064, -1.13297, 0.83406], [2.51764, -0.30497, 0.35106], [1.97964, -1.65097, 0.97306], [-0.54136, 0.34703, 0.55006], [-0.12936, 1.04803, -0.06494], [-0.34736, -0.42597, -0.03994], [2.33564, 0.62403, -1.56694], [1.92264, 1.18003, -2.16394], [2.73164, 0.09603, -2.17094]],
  "lowdin_charge": [-0.082, 0.025, 0.049, 0.003, 0.024, -0.056, -0.090, 0.099, 0.057, 0.020, 0.027, 0.034, -0.070, -0.097, 0.063, -0.067, 0.045, -0.124, -0.114, 0.096, 0.029, -0.014, 0.182, 0.019, -0.046, 0.014, -0.076, -0.119, 0.077, -0.002, 0.051, 0.026, 0.017],
  "de_lowest_ev": 4.931,
  "total_energy_ev": -22876.58315,
  "charge": 0,
  "homo_lumo_gap_ev": 9.4,
  "smiles": "O.O.O.O.O.O.O.O.O.O.O"
}

# 4
{
  "formula": "H22O11",
  "method": "wB97M-V/def2-TZVPD",
  "elements": ["O", "H", "H", "O", "H", "H", "O", "H", "H", "O", "H", "H", "O", "H", "H", "O", "H", "H", "O", "H", "H", "O", "H", "H", "O", "H", "H", "O", "H", "H", "O", "H", "H"],
  "xyz": [[-0.02905, 0.03366, -0.91054], [0.48856, -0.76422, -1.06695], [-0.60451, -0.20081, -0.17375], [0.35848, -1.53264, -2.75547], [-0.48921, -1.45995, -2.30255], [0.48633, -0.66465, -3.15452], [1.95585, 1.25342, 0.63123], [2.30686, 1.02385, -0.23657], [1.01195, 1.07278, 0.55769], [-5.39867, -1.44656, -1.01348], [-6.28547, -1.67344, -0.71165], [-4.95591, -1.12525, -0.21994], [3.20223, 4.26608, -0.42596], [2.74100, 4.95999, 0.05855], [2.49508, 3.69864, -0.75296], [-1.77595, 2.03542, -0.18350], [-2.39652, 1.32716, -0.38906], [-1.93047, 2.21901, 0.75000], [-3.48831, -2.34585, 2.10673], [-4.35186, -2.72075, 1.90005], [-3.67612, -1.42275, 2.31067], [1.46290, -0.62311, 3.70418], [1.71669, 0.19475, 4.14654], [2.08417, -0.69564, 2.97087], [-4.52811, 2.16029, -0.27089], [-5.11442, 2.86585, -0.56655], [-4.28281, 1.70334, -1.08330], [4.26106, -1.09749, 0.59740], [4.92370, -0.39796, 0.62058], [4.75031, -1.89206, 0.83884], [4.18565, -2.72036, -1.50978], [4.95409, -2.28489, -1.89559], [4.47994, -3.62583, -1.35979]],
  "lowdin_charge": [-0.085, 0.036, 0.050, -0.061, 0.035, 0.052, -0.068, 0.028, 0.000, -0.058, 0.039, 0.012, -0.067, 0.032, 0.020, -0.053, 0.009, 0.049, -0.055, 0.031, 0.031, -0.067, 0.033, 0.019, -0.061, 0.049, 0.036, -0.068, 0.039, 0.030, -0.061, 0.036, 0.036],
  "de_lowest_ev": 3.122,
  "total_energy_ev": -22878.39172,
  "charge": 0,
  "homo_lumo_gap_ev": 10.5,
  "smiles": "O.O.O.O.O.O.O.O.O.O.O"
}

# 5
{
  "formula": "H22O11",
  "method": "wB97M-V/def2-TZVPD",
  "elements": ["O", "H", "H", "O", "H", "H", "O", "H", "H", "O", "H", "H", "O", "H", "H", "O", "H", "H", "O", "H", "H", "O", "H", "H", "O", "H", "H", "O", "H", "H", "O", "H", "H"],
  "xyz": [[-2.08117, -2.55850, -4.06642], [-1.69999, -1.64131, -4.06365], [-1.45401, -2.85852, -3.46487], [-1.23343, -0.65257, 4.12023], [-0.88304, -0.91780, 3.28841], [-2.02403, -1.31027, 4.10475], [-1.31756, 3.62735, -0.27620], [-1.89237, 3.05543, 0.32058], [-1.48150, 4.51399, -0.06373], [-0.74019, -2.18364, -0.05007], [-0.54265, -3.11319, 0.03837], [0.01395, -1.61959, 0.10235], [0.20018, -0.65724, -3.88739], [0.82671, -0.77196, -3.14489], [0.93353, -0.58503, -4.50628], [-1.26345, 0.30078, 0.52788], [-1.80485, 0.08189, -0.26185], [-0.79802, -0.47818, 1.00743], [2.50635, -0.17207, -1.50573], [3.37444, -0.21237, -1.76784], [2.27573, 0.59099, -0.88029], [1.11806, 1.68477, -2.70152], [0.83333, 1.08600, -3.38126], [0.45447, 2.05676, -2.06851], [-3.05884, -2.56911, 2.92559], [-3.26301, -2.39145, 3.81214], [-2.84329, -3.51777, 2.99324], [1.79249, -0.15877, 4.05440], [0.88249, 0.46150, 4.22221], [2.48194, 0.61996, 4.14072], [3.82380, 3.19199, 0.15978], [3.39301, 3.46816, -0.69557], [3.47094, 3.62979, 0.96799]],
  "lowdin_charge": [-0.058, 0.030, -0.027, -0.077, -0.012, 0.051, -0.064, 0.070, -0.009, -0.048, 0.050, 0.022, -0.047, 0.044, 0.064, -0.109, 0.057, 0.049, -0.059, -0.012, 0.086, -0.084, -0.022, 0.062, -0.026, 0.000, 0.072, -0.200, 0.118, 0.072, -0.102, 0.061, 0.048],
  "de_lowest_ev": 4.484,
  "total_energy_ev": -22877.03008,
  "charge": 0,
  "homo_lumo_gap_ev": 10.6,
  "smiles": "O.O.O.O.O.O.O.O.O.O.O"
}

# 6
{
  "formula": "H22O11",
  "method": "wB97M-V/def2-TZVPD",
  "elements": ["O", "H", "H", "O", "H", "H", "O", "H", "H", "O", "H", "H", "O", "H", "H", "O", "H", "H", "O", "H", "H", "O", "H", "H", "O", "H", "H", "O", "H", "H", "O", "H", "H"],
  "xyz": [[-3.04933, -0.13500, 3.20696], [-2.43079, -0.31528, 2.49460], [-3.90029, -0.05774, 2.77381], [-1.37489, 1.70002, -1.76359], [-1.99769, 1.28405, -1.15983], [-1.50032, 1.24066, -2.59537], [4.02179, -0.56608, -1.67622], [3.16993, -0.20304, -1.93091], [4.63373, -0.22447, -2.32989], [-0.95868, 2.41424, 2.62351], [-1.06316, 2.84644, 1.77435], [-0.29504, 1.73978, 2.46946], [0.75454, -0.08429, 0.35868], [0.80401, 0.00734, -0.59743], [-0.18508, -0.06769, 0.55530], [-0.59251, -1.58202, 2.47387], [0.22333, -1.88890, 2.07367], [-0.33509, -1.28563, 3.34875], [2.61112, 2.10600, -2.12389], [2.01388, 1.45457, -1.75166], [2.23599, 2.31651, -2.98047], [2.96548, -1.22195, 1.04807], [2.08918, -0.83807, 0.93092], [3.04202, -1.36965, 1.99197], [-2.34222, 0.45345, 0.49445], [-3.19247, 0.79877, 0.77274], [-2.55574, -0.33989, -0.00841], [-2.02453, -2.03215, -0.47451], [-2.81521, -2.47668, -0.78653], [-1.41105, -2.08729, -1.20907], [1.34092, -0.36633, -2.36561], [1.16150, 0.02392, -3.22315], [0.95663, -1.24363, -2.41454]],
  "lowdin_charge": [-0.057, -0.025, 0.022, -0.054, -0.016, 0.025, -0.062, -0.039, 0.032, -0.045, 0.031, 0.019, -0.039, 0.009, 0.015, -0.037, 0.032, 0.055, -0.031, -0.007, 0.038, -0.071, -0.050, 0.023, -0.064, 0.068, 0.014, -0.017, 0.066, 0.052, -0.045, 0.079, 0.082],
  "de_lowest_ev": 2.270,
  "total_energy_ev": -22879.24349,
  "charge": 0,
  "homo_lumo_gap_ev": 9.4,
  "smiles": "O.O.O.O.O.O.O.O.O.O.O"
}

# 7
{
  "formula": "H22O11",
  "method": "wB97M-V/def2-TZVPD",
  "elements": ["O", "H", "H", "O", "H", "H", "O", "H", "H", "O", "H", "H", "O", "H", "H", "O", "H", "H", "O", "H", "H", "O", "H", "H", "O", "H", "H", "O", "H", "H", "O", "H", "H"],
  "xyz": [[-0.70026, -0.08099, 0.12442], [-0.24543, 0.76369, 0.03155], [-0.97449, -0.29963, -0.77335], [-1.40747, 4.23559, 0.92270], [-0.46927, 4.37580, 1.09334], [-1.44268, 3.36780, 0.50472], [1.78432, 0.84420, -4.15739], [2.33178, 0.99279, -3.37816], [1.89286, 1.64862, -4.67712], [0.50259, 1.59836, 1.44674], [0.44936, 1.95401, 2.34098], [1.42246, 1.73601, 1.19399], [-1.20328, -3.51669, 1.21375], [-0.79924, -2.74611, 0.79909], [-1.29998, -4.14784, 0.49174], [-1.73928, -1.17542, 2.16607], [-1.85520, -1.00522, 1.22448], [-1.73460, -2.13701, 2.23173], [-0.80772, 4.73177, 3.36259], [-1.70793, 4.56761, 3.05985], [-0.36401, 3.88361, 3.24971], [0.68976, -1.77336, 4.21492], [-0.03416, -2.40936, 4.23580], [1.17615, -1.99790, 3.41368], [-0.83201, 1.37534, -2.92405], [0.02456, 1.07693, -3.24999], [-1.07962, 0.71000, -2.27213], [0.87943, -2.93726, -4.29658], [0.83378, -3.51214, -5.06886], [0.02938, -3.06304, -3.86002], [2.58983, -2.23004, -0.79234], [1.85203, -2.41681, -0.20093], [2.23834, -2.41331, -1.67089]],
  "lowdin_charge": [-0.068, 0.020, 0.035, -0.064, 0.031, 0.034, -0.044, 0.053, 0.058, -0.032, 0.062, 0.070, -0.049, 0.026, 0.061, -0.086, -0.007, -0.011, -0.068, 0.036, 0.011, -0.059, 0.030, 0.027, -0.050, -0.012, -0.004, -0.057, 0.039, 0.030, -0.054, 0.019, 0.022],
  "de_lowest_ev": 3.026,
  "total_energy_ev": -22878.48756,
  "charge": 0,
  "homo_lumo_gap_ev": 10.0,
  "smiles": "O.O.O.O.O.O.O.O.O.O.O"
}

# 8
{
  "formula": "H22O11",
  "method": "wB97M-V/def2-TZVPD",
  "elements": ["O", "H", "H", "O", "H", "H", "O", "H", "H", "O", "H", "H", "O", "H", "H", "O", "H", "H", "O", "H", "H", "O", "H", "H", "O", "H", "H", "O", "H", "H", "O", "H", "H"],
  "xyz": [[8.35168, 14.45459, -6.89048], [8.35623, 14.05341, -6.03307], [7.63886, 15.06505, -6.86093], [6.34690, 12.14557, -4.84921], [5.79748, 11.90671, -5.59322], [6.06642, 11.56390, -4.14408], [10.52724, 10.29184, -3.05684], [10.59285, 10.11900, -2.13651], [10.70836, 11.20699, -3.00136], [9.14247, 12.49358, -5.01847], [9.69150, 11.78283, -5.30019], [8.28503, 12.08624, -4.88019], [7.40697, 9.01830, -5.25785], [7.00601, 9.56260, -4.59513], [8.31938, 8.79566, -4.97759], [12.07119, 12.69171, -3.44080], [12.01822, 12.85090, -4.36746], [12.71901, 12.04224, -3.27714], [10.59903, 10.48232, -6.24904], [11.49245, 10.30021, -6.08079], [10.22312, 9.66566, -6.50179], [9.81674, 8.22572, -4.68027], [10.04038, 9.04619, -4.15722], [9.80340, 7.51455, -4.09374], [8.19107, 14.61234, -3.82887], [8.96650, 15.03629, -3.46012], [8.64768, 13.83699, -4.23959], [10.88830, 15.22248, -3.41285], [10.90208, 14.27681, -3.51893], [11.09689, 15.27203, -2.49731], [11.44110, 12.01308, -8.39913], [10.78753, 11.60180, -7.86032], [11.09652, 12.87592, -8.61208]],
  "lowdin_charge": [-0.042, -0.042, 0.018, -0.017, 0.063, 0.047, -0.008, 0.057, 0.002, -0.047, -0.002, 0.027, -0.067, -0.008, -0.035, -0.004, 0.053, 0.044, 0.006, 0.053, 0.050, -0.045, 0.028, 0.036, -0.087, -0.012, -0.031, -0.022, -0.009, 0.041, -0.049, -0.027, 0.032],
  "de_lowest_ev": 1.803,
  "total_energy_ev": -22879.71119,
  "charge": 0,
  "homo_lumo_gap_ev": 9.8,
  "smiles": "O.O.O.O.O.O.O.O.O.O.O"
}

HOMO, respectively: -3.383, -6.928, -9.824, -10.552, -10.531, -10.184, -10.502, -10.014 eV.